Formula: C5H10N2
Source: the OMol25 dataset
Level of theory: ωB97M-V with the def2-TZVPD basis set

Geometry as XYZ:
```
17
Properties=species:S:1:pos:R:3:forces:R:3:nbo_charge:R:1
C 2.031 -0.143 0.070 0.0 0.0 0.0 -0.634
C 1.148 0.188 -1.105 0.1 0.1 0.0 -0.068
N 0.110 -0.747 -1.525 -0.3 -0.2 0.0 -0.584
C -0.281 0.500 -0.854 -0.1 0.2 0.1 -0.099
C -0.815 0.616 0.556 0.1 0.1 -0.1 -0.103
C -2.163 0.113 0.910 -0.3 0.1 -0.1 -0.258
N -0.962 -0.535 1.440 0.1 -0.2 0.0 -0.581
H 2.880 -0.765 -0.230 -0.1 0.1 0.0 0.216
H 1.462 -0.676 0.840 0.2 0.1 -0.1 0.218
H 2.404 0.783 0.519 0.1 -0.2 0.0 0.218
H 1.643 0.687 -1.942 -0.1 -0.1 0.2 0.195
H 0.071 -1.573 -0.928 0.1 0.3 0.0 0.339
H -0.772 1.199 -1.529 0.1 -0.1 0.0 0.204
H -0.473 1.512 1.078 0.0 -0.2 -0.1 0.206
H -2.770 0.627 1.653 0.2 -0.1 -0.2 0.200
H -2.728 -0.400 0.134 0.1 0.0 0.1 0.195
H -0.783 -1.385 0.912 0.0 0.0 0.1 0.337
```
Positions in Å, forces in eV/Å.

DFT total energy	-305.9461	Ha
F_max	0.4	eV/A
HOMO-LUMO gap	10.49	eV
relative energy (zero: lowest compared OMol25 entry of this formula, charge and spin)	2.116	eV

***

Formula: C5H10N2
Source: the OMol25 dataset
Level of theory: ωB97M-V with the def2-TZVPD basis set

Geometry as XYZ:
```
17
Properties=species:S:1:pos:R:3:forces:R:3:nbo_charge:R:1
C -0.063 0.873 0.615 -3.3 0.5 0.4 0.051
C 0.398 1.686 -0.570 -0.2 -0.1 -0.4 -0.662
C 0.989 -0.001 1.258 -0.3 -0.6 0.0 -0.657
C -0.673 -1.255 -1.010 -0.8 -1.2 0.0 0.214
C -0.009 -2.383 -1.015 0.9 -0.1 -0.2 -0.597
N -1.745 -0.654 -0.805 0.7 0.4 -2.3 -0.230
N -1.725 0.174 0.212 2.2 0.8 2.2 -0.484
H -0.486 1.526 1.376 0.1 0.1 0.0 0.195
H -2.631 0.646 0.290 1.1 0.5 0.3 0.381
H 1.642 0.630 1.879 -0.3 0.1 -0.2 0.226
H 0.996 1.099 -1.270 -0.1 0.0 0.0 0.220
H -0.452 2.113 -1.106 0.1 0.0 0.1 0.235
H 1.024 2.519 -0.221 -0.1 -0.2 0.1 0.228
H 1.628 -0.502 0.531 -0.2 0.0 0.0 0.217
H 0.547 -0.753 1.916 0.0 0.1 -0.1 0.242
H 1.075 -2.379 -1.010 0.0 -0.1 -0.9 0.204
H -0.515 -3.341 -1.070 -0.1 0.0 0.9 0.218
```
Positions in Å, forces in eV/Å.

DFT total energy	-305.8476	Ha
F_max	3.4	eV/A
HOMO-LUMO gap	7.92	eV
relative energy (zero: lowest compared OMol25 entry of this formula, charge and spin)	4.796	eV

***

Formula: C5H10N2
Source: the OMol25 dataset
Level of theory: ωB97M-V with the def2-TZVPD basis set

Geometry as XYZ:
```
17
Properties=species:S:1:pos:R:3:forces:R:3:nbo_charge:R:1
C -2.069 -0.144 0.115 0.1 0.0 0.0 -0.629
C -1.080 -0.219 -1.030 -0.1 -0.1 0.0 -0.061
N -0.164 0.864 -1.379 0.1 0.2 0.1 -0.576
C 0.403 -0.410 -0.925 0.3 -0.2 0.2 -0.124
C 1.129 -0.576 0.404 -0.9 -0.7 0.5 -0.039
C 2.098 0.620 1.011 0.5 -1.4 -1.1 -0.379
N 0.791 0.252 1.488 -0.4 0.1 -0.1 -0.570
H -2.946 0.436 -0.196 0.1 -0.1 0.0 0.220
H -1.680 0.314 1.027 0.0 -0.1 -0.2 0.205
H -2.415 -1.148 0.383 0.1 0.1 -0.1 0.225
H -1.538 -0.656 -1.919 0.1 0.0 0.1 0.196
H -0.113 1.569 -0.645 0.0 -0.1 0.0 0.344
H 0.853 -0.968 -1.748 0.0 0.1 0.2 0.206
H 1.505 -1.571 0.589 -0.3 -0.2 0.3 0.210
H 2.880 0.226 1.653 0.1 -0.1 -0.2 0.189
H 2.275 0.498 -0.083 0.5 2.3 0.1 0.240
H 0.069 0.914 1.253 0.0 0.2 0.0 0.345
```
Positions in Å, forces in eV/Å.

DFT total energy	-305.8699	Ha
F_max	2.3	eV/A
HOMO-LUMO gap	9.84	eV
relative energy (zero: lowest compared OMol25 entry of this formula, charge and spin)	4.191	eV

***

Formula: C5H10N2
Source: the OMol25 dataset
Level of theory: ωB97M-V with the def2-TZVPD basis set

Geometry as XYZ:
```
17
Properties=species:S:1:pos:R:3:forces:R:3:nbo_charge:R:1
C -2.267 -0.090 -0.189 -0.1 -0.1 0.2 -0.607
C -1.480 0.345 -1.420 -0.3 0.8 -0.9 -0.239
N -0.174 0.565 -0.836 0.3 -0.8 -0.1 -0.434
C 0.541 -0.479 -0.746 0.4 0.5 0.6 0.115
C 1.430 -0.612 0.461 -0.2 -0.5 0.0 -0.162
C 2.505 0.334 0.859 0.5 0.0 -0.4 -0.235
N 1.225 0.385 1.510 -0.4 0.0 0.2 -0.577
H -3.353 -0.085 -0.249 0.0 0.1 -0.3 0.213
H -1.941 0.530 0.646 -0.3 0.2 0.0 0.220
H -1.918 -1.087 0.078 -0.2 -0.2 0.0 0.201
H -1.463 -0.430 -2.196 -0.1 -0.1 0.0 0.171
H -1.862 1.268 -1.906 0.1 -0.4 0.5 0.197
H 0.412 -1.378 -1.379 -0.2 0.3 0.3 0.159
H 1.442 -1.649 0.822 0.2 0.4 -0.1 0.205
H 3.328 -0.022 1.486 -0.2 0.1 -0.3 0.199
H 2.753 1.090 0.117 0.0 0.0 0.2 0.197
H 0.628 1.116 1.112 0.3 -0.2 0.0 0.376
```
Positions in Å, forces in eV/Å.

DFT total energy	-305.9457	Ha
F_max	1.2	eV/A
HOMO-LUMO gap	10.19	eV
relative energy (zero: lowest compared OMol25 entry of this formula, charge and spin)	2.126	eV

***

Formula: C5H10N2
Source: the OMol25 dataset
Level of theory: ωB97M-V with the def2-TZVPD basis set

Geometry as XYZ:
```
17
Properties=species:S:1:pos:R:3:forces:R:3:nbo_charge:R:1
C 0.972 -1.569 1.856 -0.6 0.3 -0.1 -0.033
N 0.809 -1.268 0.639 0.8 0.2 0.4 -0.414
C 0.764 0.139 0.356 -0.6 0.1 -0.3 0.156
C 1.911 0.734 0.053 0.6 -0.6 -0.1 -0.453
C -0.574 0.808 0.276 -0.1 -0.2 -0.7 -0.467
C -1.548 0.026 -0.630 0.6 -0.2 -0.6 -0.219
N -1.244 0.399 -2.017 -0.3 0.6 -0.2 -0.871
H 1.308 -2.559 2.150 -0.4 -0.2 0.0 0.175
H 0.705 -0.834 2.620 0.7 0.0 0.3 0.149
H 2.025 1.643 -0.518 -0.3 0.4 0.5 0.212
H 2.810 0.159 0.241 0.1 0.1 -0.3 0.196
H -0.418 1.747 -0.251 0.0 0.2 0.2 0.236
H -0.968 1.047 1.267 0.0 -0.3 0.1 0.214
H -2.584 0.238 -0.378 0.0 0.1 -0.1 0.194
H -1.383 -1.050 -0.563 -0.2 -0.1 0.6 0.191
H -2.038 0.512 -2.627 -0.1 -0.2 0.1 0.366
H -0.548 -0.169 -2.474 0.0 -0.2 0.2 0.367
```
Positions in Å, forces in eV/Å.

DFT total energy	-305.9546	Ha
F_max	0.9	eV/A
HOMO-LUMO gap	9.87	eV
relative energy (zero: lowest compared OMol25 entry of this formula, charge and spin)	1.884	eV

***

Formula: C5H10N2
Source: the OMol25 dataset
Level of theory: ωB97M-V with the def2-TZVPD basis set

Geometry as XYZ:
```
17
Properties=species:S:1:pos:R:3:forces:R:3:nbo_charge:R:1
C 2.101 -0.057 0.222 3.0 2.9 3.2 -0.421
N 0.838 0.016 -0.362 -4.2 -1.6 -2.3 -0.504
C -0.233 1.221 -0.188 3.8 -0.1 3.4 -0.242
C -1.478 0.601 -0.531 -1.7 -3.1 -1.1 -0.181
N -2.554 -0.166 0.203 1.1 -0.9 -3.0 -0.511
C -1.291 -0.669 0.440 3.7 -1.0 -1.6 -0.038
C -0.073 -1.219 -0.461 0.0 -1.3 -0.4 -0.223
H 2.850 -1.042 0.176 -2.7 2.5 0.1 0.243
H 1.983 0.464 1.383 0.6 -2.1 -1.9 0.121
H 2.723 0.858 -0.137 -0.6 -1.8 -0.1 0.201
H -0.010 1.694 0.859 -1.0 -1.1 -1.2 0.195
H 0.066 2.015 -0.776 0.6 1.4 -2.0 0.205
H -1.436 0.030 -1.538 -0.3 2.3 1.3 0.202
H -2.855 0.298 0.971 -1.4 1.6 3.1 0.365
H -0.673 -0.485 1.305 -1.0 0.7 1.0 0.182
H 0.573 -2.100 -0.016 -1.6 1.5 -0.9 0.211
H -0.530 -1.459 -1.552 1.8 0.1 2.4 0.192
```
Positions in Å, forces in eV/Å.

DFT total energy	-305.7591	Ha
F_max	5.3	eV/A
HOMO-LUMO gap	8.98	eV
relative energy (zero: lowest compared OMol25 entry of this formula, charge and spin)	7.203	eV

***

Formula: C5H10N2O
Source: the OMol25 dataset
Level of theory: ωB97M-V with the def2-TZVPD basis set

Geometry as XYZ:
```
18
Properties=species:S:1:pos:R:3:forces:R:3:nbo_charge:R:1
N -2.034 1.862 -1.394 5.6 -0.7 -4.0 -0.819
C -1.624 0.877 -0.553 -2.0 -2.3 4.1 0.757
O -2.125 0.672 0.575 1.0 0.8 -1.9 -0.653
N -0.737 -0.051 -1.092 -2.0 3.1 7.1 -0.610
C -0.313 -1.102 -0.396 -6.7 8.4 12.7 -0.149
C 0.535 -0.742 0.910 -2.5 -1.8 -1.5 -0.213
C 1.970 -1.219 0.869 -3.1 3.1 14.3 -0.320
C 1.591 0.172 0.836 -1.9 -8.7 -9.4 -0.446
H -2.516 2.669 -1.089 -0.1 0.7 0.7 0.416
H -1.015 2.007 -2.029 -4.4 0.6 2.0 0.368
H -0.714 0.113 -1.937 1.2 0.7 -10.8 0.363
H -1.382 -1.484 0.294 2.6 0.7 -2.1 0.172
H -0.051 -1.872 -0.707 4.6 -11.8 -6.5 0.173
H -0.062 -0.622 1.826 0.5 -0.9 -0.4 0.237
H 2.532 -1.404 2.067 -1.7 -0.1 -4.1 0.170
H 2.423 -1.492 0.148 5.3 -4.5 -9.2 0.164
H 1.793 0.892 0.216 0.8 2.7 -6.1 0.205
H 1.732 0.724 1.455 2.6 9.9 15.1 0.187
```
Positions in Å, forces in eV/Å.

DFT total energy	-380.9418	Ha
F_max	18.2	eV/A
HOMO-LUMO gap	9.60	eV
relative energy (zero: lowest compared OMol25 entry of this formula, charge and spin)	9.350	eV